(1)
{
  "formula": "C5H11NOS",
  "method": "wB97M-V/def2-TZVPD",
  "homo_lumo_gap_ev": [2.3, 9.0],
  "mol_weight_da": 133.22,
  "multiplicity": 2,
  "de_lowest_ev": 1.2932,
  "s2": 0.751,
  "charge": -1,
  "homo_energy_ha": [0.035, -0.208],
  "elements": ["S", "O", "N", "C", "C", "C", "C", "C", "H", "H", "H", "H", "H", "H", "H", "H", "H", "H", "H"],
  "positions_angstrom": [[2.49, 2.16, -2.14], [-2.32, -2.46, 1.82], [-1.58, -1.35, -0.07], [1.70, 1.86, -0.36], [1.10, 0.45, -0.40], [-1.27, -0.08, 0.65], [0.30, 0.15, 0.93], [-1.97, -2.50, 0.66], [-2.10, -3.49, -0.04], [-1.31, -1.58, -0.98], [1.77, -0.42, -0.62], [-1.76, 0.73, 0.11], [-1.76, -0.12, 1.61], [0.44, 0.95, 1.65], [0.98, 2.60, -0.18], [1.73, 1.45, -2.97], [2.56, 2.13, 0.24], [0.67, -0.68, 1.37], [0.33, 0.19, -1.27]]
}

=====

(2)
{
  "formula": "C5H11NOS",
  "method": "wB97M-V/def2-TZVPD",
  "homo_lumo_gap_ev": 9.4,
  "mol_weight_da": 133.22,
  "de_lowest_ev": 3.6973,
  "smiles": "C/N=C(\\OS)C(C)C",
  "charge": 0,
  "homo_energy_ha": -0.318,
  "elements": ["S", "O", "N", "C", "C", "C", "C", "C", "H", "H", "H", "H", "H", "H", "H", "H", "H", "H", "H"],
  "positions_angstrom": [[-2.78, 0.14, 0.92], [-1.73, -1.06, 0.52], [0.54, -1.36, -0.38], [0.53, 1.44, -1.45], [-0.22, 1.02, -0.24], [0.53, 1.46, 1.05], [-0.32, -0.53, -0.05], [0.64, -2.78, -0.21], [0.16, 0.88, 1.92], [0.89, 2.58, -1.41], [1.41, -3.04, -0.83], [0.32, 2.55, 0.97], [1.56, 1.15, 0.83], [-0.19, -3.36, -0.42], [-2.77, -0.06, 2.23], [-0.05, 1.54, -2.43], [1.12, -2.98, 0.79], [1.55, 1.01, -1.61], [-1.20, 1.40, -0.19]]
}